Here is a molecular structure, C27H25F15N3O4SY from the OMol25 dataset. Energies are from wB97M-V/def2-TZVPD.

Geometry as ORCA input:
```
! RIJCOSX wB97M-V def2-TZVPD def2/J DEFGRID3
* xyz -2 1
Y -0.340 -0.487 -1.932
C -4.385 2.296 3.867
C -3.399 1.620 2.953
C -2.403 0.777 3.438
C -1.522 0.150 2.591
C -1.545 0.309 1.177
N -0.629 -0.313 0.390
C 0.440 -0.983 0.998
C 1.422 -0.266 1.696
C 2.511 -0.894 2.276
C 2.658 -2.271 2.176
C 3.847 -2.982 2.768
C 1.699 -2.984 1.465
C 0.606 -2.379 0.852
C -0.405 -3.154 -0.038
O -0.575 -2.597 -1.247
C -1.788 -3.270 0.736
F -2.671 -2.377 0.309
F -2.379 -4.483 0.590
F -1.644 -3.102 2.071
C 0.095 -4.606 -0.312
F 1.328 -4.594 -0.852
F -0.688 -5.249 -1.184
F 0.164 -5.395 0.795
C -2.593 1.149 0.678
C -3.459 1.772 1.579
C -2.740 1.465 -0.826
O -2.206 0.571 -1.665
C -4.243 1.570 -1.284
F -4.884 0.434 -0.984
F -4.994 2.579 -0.769
F -4.309 1.735 -2.613
C -2.042 2.864 -1.057
F -1.802 3.121 -2.347
F -2.765 3.916 -0.593
F 0.569 1.408 -2.276
H -3.925 2.558 4.823
H -4.770 3.216 3.422
H -5.246 1.656 4.086
H -2.311 0.606 4.507
H -0.774 -0.504 3.017
H 1.313 0.810 1.776
H 3.252 -0.300 2.800
H 4.385 -2.336 3.463
H 3.543 -3.882 3.308
H 4.549 -3.291 1.989
H 1.840 -4.052 1.388
H -4.220 2.435 1.192
C 3.906 -2.220 -3.326
C 2.527 -1.644 -3.211
N 2.120 -1.169 -2.087
O 3.096 -1.258 -1.090
C 1.619 -1.635 -4.362
C 2.065 -2.005 -5.743
N 0.386 -1.269 -4.121
O -0.492 -1.227 -5.055
H 4.033 -2.994 -2.568
H 4.655 -1.453 -3.119
H 4.081 -2.644 -4.311
H 2.646 -0.937 -0.295
H 3.030 -1.557 -5.993
H 1.309 -1.640 -6.436
H 2.151 -3.088 -5.886
C 0.509 4.061 -1.141
S -0.379 2.867 -0.153
C -0.723 3.843 1.301
H -0.107 4.938 -1.327
H 0.782 3.537 -2.052
H 1.385 4.323 -0.545
H 0.253 4.249 1.630
H -1.156 3.176 2.044
H -1.400 4.657 1.061
F 3.249 5.415 0.957
C 2.328 4.878 1.889
F 2.530 3.475 1.656
F 3.032 5.055 3.089
*
```

Results
**LUMO energy**: 4.44 eV
**Energy relative to the best compared isomer or geometry (same formula, charge and spin)**: 47.19 kJ/mol
**E**: -93710.4712 eV
**Orbital gap**: 6.728 eV
**Strongest force on any atom**: 0.007 Eh/bohr